Entry 1:
# C36H21BrF4N4O2PPd

C36H21BrF4N4O2PPd as an isolated structure (wB97M-V/def2-TZVPD, the OMol25 dataset).

Its charge is +1. For the HOMO energy (spin up / spin down), the calculation gives -11.63 / -11.63 eV. The spin multiplicity is 1.

XYZ file:
```
70
Properties=species:S:1:pos:R:3:forces:R:3
Pd 1.1343 -0.2889 -1.2188 -2.17 -1.24 2.43
F 3.3657 6.3564 -0.8375 -0.14 -0.13 -0.06
C 2.6106 5.3017 -1.0895 -0.19 -0.27 -0.06
C 1.2442 5.4452 -1.3337 0.13 -0.16 -0.01
F 0.6771 6.6408 -1.2934 0.11 -0.07 -0.07
C 0.4789 4.3171 -1.6097 0.28 -0.04 0.03
F -0.8144 4.4740 -1.8838 0.06 0.31 0.08
C 1.0113 3.0317 -1.5762 0.12 -0.22 0.10
P -0.0930 1.5804 -1.8420 0.62 0.92 0.21
C -1.4467 1.8739 -0.6728 -0.02 -0.54 -0.18
C -2.5470 1.0360 -0.8522 0.21 0.12 -0.11
C -3.6290 1.1214 -0.0003 -0.16 -0.02 0.03
C -3.6192 2.0379 1.0403 0.08 -0.05 0.01
C -2.5023 2.8301 1.2516 0.04 0.07 0.03
C -1.4071 2.7444 0.4101 0.07 -0.07 -0.24
C -0.7506 1.8963 -3.5001 0.17 -0.67 0.20
C -1.9362 2.5905 -3.7135 0.02 -0.03 0.07
C -2.3372 2.8546 -5.0090 -0.03 0.05 -0.06
C -1.5750 2.4213 -6.0831 0.06 -0.07 0.08
C -0.4134 1.6961 -5.8639 0.10 -0.01 -0.09
C 0.0013 1.4226 -4.5744 0.00 -0.03 0.26
C 2.3739 2.9050 -1.3135 -0.06 0.07 0.01
Br 3.2209 1.1909 -1.2014 0.64 0.86 -0.10
C 3.1702 4.0251 -1.1040 -0.18 -0.33 -0.03
F 4.4691 3.8648 -0.8956 0.07 0.25 0.08
H -2.5348 0.3248 -1.6703 -0.17 -0.04 -0.03
H -4.4828 0.4825 -0.1523 -0.16 -0.09 -0.03
H -4.4752 2.1312 1.6900 -0.08 -0.02 0.08
H -2.4810 3.5289 2.0718 -0.02 0.09 0.13
H -0.5352 3.3559 0.5980 0.00 0.04 0.01
H -2.5344 2.9253 -2.8798 -0.03 0.05 0.02
H -3.2465 3.4070 -5.1792 -0.14 0.06 -0.04
H -1.8932 2.6342 -7.0920 -0.03 0.02 -0.08
H 0.1717 1.3402 -6.6950 0.06 -0.06 -0.15
H 0.8923 0.8313 -4.3794 -0.01 0.07 -0.16
N -4.5607 -3.9670 7.2223 -0.27 -0.25 0.31
C -3.8494 -3.4768 6.4711 -0.20 -0.16 0.21
C -2.9961 -2.8265 5.5464 0.45 0.39 -0.46
C -2.1799 -1.7824 5.9781 -0.12 -0.20 -0.13
C -1.4006 -1.0998 5.0702 0.09 0.01 -0.25
C -1.4127 -1.4575 3.7254 -0.59 -0.52 0.62
C -2.1962 -2.5272 3.3006 0.19 0.17 0.03
C -2.9893 -3.2019 4.2042 -0.01 0.06 0.19
N -0.6425 -0.7347 2.8029 0.22 0.27 -0.56
C 0.3102 0.2039 3.0945 0.54 0.48 -0.24
C 0.7989 0.6480 1.9035 0.14 0.06 0.37
N 0.1535 -0.0012 0.8961 0.31 -0.46 -1.30
C -0.7000 -0.8255 1.4599 0.00 -0.04 -0.46
H -2.1612 -1.5060 7.0195 -0.05 0.03 0.11
H -0.7844 -0.2902 5.4194 0.04 0.13 0.05
H -2.1792 -2.8517 2.2740 -0.01 -0.04 -0.11
H -3.6049 -4.0233 3.8739 -0.06 -0.08 -0.02
H 0.5879 0.4793 4.0896 0.01 -0.01 0.14
H 1.5530 1.3846 1.6946 0.12 0.02 0.15
H -1.3685 -1.4559 0.9059 -0.03 -0.14 0.10
O 1.7077 -2.8114 1.7977 0.07 -0.04 0.05
C 2.0954 -2.9659 0.6642 0.24 0.11 0.81
N 1.7371 -2.1991 -0.4142 -0.30 1.78 -1.71
C 2.3104 -2.6558 -1.5600 -0.22 0.08 0.12
O 2.1529 -2.0156 -2.6071 0.03 -0.05 -0.18
C 3.0877 -3.8750 -1.2544 0.28 -0.40 0.41
C 3.7964 -4.7717 -2.0272 -0.08 0.17 0.10
C 4.4635 -5.8026 -1.3685 -0.02 0.02 -0.10
C 4.4429 -5.9065 0.0150 -0.01 0.04 0.11
C 3.7156 -5.0101 0.7978 -0.16 0.06 -0.19
C 3.0215 -4.0207 0.1386 0.02 -0.14 -0.47
H 3.8305 -4.6783 -3.0999 0.03 0.01 -0.16
H 5.0064 -6.5297 -1.9546 0.08 -0.04 0.03
H 4.9953 -6.6965 0.5011 0.05 -0.09 -0.01
H 3.6917 -5.0797 1.8737 -0.04 -0.06 0.11
```
Forces are in eV/Å.

---

Entry 2:
# C36H22BrCl5N4O4Re

C36H22BrCl5N4O4Re as an isolated structure (wB97M-V/def2-TZVPD, the OMol25 dataset).

For the HOMO energy (spin up / spin down), the calculation gives -7.88 / -7.72 eV. The spin multiplicity is 2.

XYZ file:
```
73
Properties=species:S:1:pos:R:3:forces:R:3
Re -0.1175 0.9032 0.3274 0.10 0.21 0.48
O 0.7842 2.6368 0.3366 0.06 0.27 -0.28
C 0.1459 3.7998 0.5496 0.12 -0.15 -0.05
C 0.6962 4.9240 -0.0801 0.01 0.03 -0.02
C 0.1071 6.1624 0.0353 -0.02 0.03 0.01
C -1.0435 6.3367 0.8102 0.05 0.03 -0.04
C -1.5699 5.2548 1.4705 -0.02 -0.04 0.02
C -1.0065 3.9739 1.3462 -0.05 0.05 0.04
C -1.4986 2.9229 2.1991 0.02 0.04 0.05
N -1.1575 1.7041 2.0096 -0.08 -0.06 -0.01
N -1.3019 0.8157 3.0731 0.02 0.09 -0.14
C -0.3603 -0.0651 2.9479 0.19 -0.12 0.02
O 0.4905 -0.0482 1.9246 -0.16 -0.26 0.17
C -0.1982 -1.1527 3.9331 0.00 0.03 -0.02
C -1.0572 -1.2500 5.0266 -0.01 -0.02 0.01
C -0.9100 -2.2910 5.9269 0.00 0.01 -0.01
C 0.0936 -3.2354 5.7427 0.01 0.00 0.00
C 0.9524 -3.1358 4.6576 -0.01 0.02 -0.01
C 0.8092 -2.0947 3.7514 0.02 -0.03 0.00
H 1.5947 4.7801 -0.6668 -0.01 0.01 0.02
H 0.5444 7.0093 -0.4783 0.00 -0.01 0.01
H -1.5018 7.3122 0.9003 0.01 -0.02 0.00
H -2.4391 5.3737 2.1077 0.02 0.00 -0.01
H -2.0704 3.1710 3.0907 0.03 0.02 0.03
H -1.8323 -0.5074 5.1586 0.00 0.00 0.00
H -1.5774 -2.3670 6.7759 0.01 0.00 -0.02
H 0.2057 -4.0485 6.4490 0.00 0.01 -0.01
H 1.7362 -3.8691 4.5152 -0.02 0.01 0.00
H 1.4670 -2.0022 2.8986 0.00 -0.01 -0.01
N -1.6619 -0.7463 0.3713 -0.03 -0.12 -0.13
C -1.6936 -2.2035 0.2383 0.02 0.03 0.07
C -2.9133 -2.8096 0.1536 -0.06 -0.04 0.04
C -3.0329 -4.2110 0.0379 0.00 0.03 0.00
C -1.9144 -4.9874 0.0058 0.03 0.00 -0.01
C -0.6340 -4.3884 0.0782 0.00 -0.04 0.00
C 0.5587 -5.1462 0.0068 -0.02 -0.03 -0.01
C 1.7629 -4.5120 0.0334 0.03 0.04 0.01
C 1.7764 -3.1020 0.1439 -0.01 -0.02 0.02
N 0.7002 -2.3701 0.2335 -0.04 -0.19 0.09
C -0.5068 -2.9854 0.1971 0.04 0.03 -0.01
H -2.2924 -0.3657 -0.3332 -0.01 0.02 0.00
H -2.0995 -0.5274 1.2670 -0.08 -0.05 0.01
H -3.8112 -2.2002 0.1735 0.03 -0.02 0.00
H -4.0169 -4.6558 -0.0302 0.02 0.01 0.01
H -1.9866 -6.0645 -0.0887 0.01 0.02 0.00
H 0.4937 -6.2244 -0.0826 0.00 0.01 0.00
H 2.6941 -5.0593 -0.0322 -0.02 0.02 0.00
H 2.7242 -2.5668 0.1574 -0.03 -0.01 0.00
Br -2.5078 0.9866 -5.1141 0.00 0.01 0.02
C -0.8500 1.7091 -4.5563 -0.02 -0.06 0.04
C 0.1617 1.7375 -5.5041 0.03 0.01 0.02
C 1.4147 2.2290 -5.1709 -0.01 -0.01 -0.03
C 1.6581 2.6878 -3.8868 0.02 -0.02 0.05
C 0.6517 2.6282 -2.9370 0.01 -0.08 0.00
C -0.6134 2.1356 -3.2479 0.11 0.04 0.10
C -1.6788 2.0948 -2.1914 -0.12 -0.49 0.21
O -2.8089 2.4297 -2.4004 -0.11 0.18 -0.05
O -1.3488 1.6218 -0.9628 -0.04 0.26 -0.52
H -0.0363 1.3657 -6.4997 0.00 0.00 0.01
H 2.1987 2.2429 -5.9176 -0.01 0.00 0.01
H 2.6344 3.0694 -3.6140 -0.03 -0.01 -0.01
H 0.8546 2.9480 -1.9278 0.00 -0.01 0.09
Cl -0.8229 -1.0919 -2.5235 0.11 0.08 -0.18
C 0.8494 -0.6557 -2.2738 -0.03 0.04 -0.10
C 1.2223 0.0375 -1.1168 0.08 0.15 0.10
C 2.6059 0.1880 -0.9639 0.04 0.08 -0.03
Cl 3.2373 0.8656 0.5130 -0.10 -0.02 -0.03
C 3.5394 -0.2027 -1.9227 0.02 -0.01 -0.02
Cl 5.2271 0.0627 -1.6814 -0.03 -0.02 -0.02
C 3.1024 -0.8052 -3.0969 0.02 -0.01 0.00
Cl 4.2286 -1.2515 -4.3211 -0.01 0.00 0.01
C 1.7438 -1.0579 -3.2628 -0.03 0.02 0.01
Cl 1.2047 -1.8629 -4.6893 -0.02 0.02 0.03
```
Forces are in eV/Å.

---

Entry 3:
# C36H24BrClMoN5O2

C36H24BrClMoN5O2 as an isolated structure (wB97M-V/def2-TZVPD, the OMol25 dataset).

Its charge is +1. For the HOMO energy (spin up / spin down), the calculation gives -9.71 / -9.88 eV. The spin multiplicity is 3.

XYZ file:
```
70
Properties=species:S:1:pos:R:3:forces:R:3
Mo 1.1620 -0.1397 1.4394 2.35 -0.37 -1.72
C 4.0007 -0.4734 1.7914 0.21 0.07 -0.19
C 3.4727 -1.7284 1.5367 0.08 0.07 -0.01
C 2.7202 -1.6596 0.3352 0.53 0.02 -0.36
C 2.8199 -0.3410 -0.1710 0.44 -0.25 -0.17
C 3.4980 0.4217 0.8010 0.71 -0.01 -0.15
H 4.7454 -0.2355 2.5321 -0.16 0.05 0.19
H 3.6685 -2.6288 2.0968 -0.17 0.01 0.14
H 2.4032 -2.5216 -0.2337 -0.38 0.08 0.17
H 2.6037 -0.0283 -1.1850 -0.39 0.09 0.27
H 3.8354 1.4399 0.6603 -0.32 0.03 0.13
Cl -4.4122 -4.4446 0.8415 -0.15 -0.07 0.02
C -2.9776 -3.6706 1.4054 0.04 0.25 0.06
C -1.7984 -4.4197 1.5238 -0.04 0.35 0.06
C -0.6257 -3.8025 1.8854 0.13 0.17 0.28
C -0.5700 -2.4062 2.0725 -1.19 0.16 -0.33
O 0.5724 -1.7905 2.1561 -0.57 -1.97 1.46
C -1.7919 -1.6582 2.0179 0.46 -1.10 -0.08
C -1.7813 -0.2696 2.2886 1.21 0.74 -0.08
N -0.6666 0.4296 2.2797 -2.23 -0.88 0.06
C -0.6256 1.7285 2.7643 -0.42 1.51 0.65
C -1.6689 2.6378 2.8636 0.67 -0.89 -0.32
C -1.4619 3.8754 3.4755 0.35 0.41 0.34
C -0.2513 4.1932 4.0403 -0.35 -0.02 -0.14
C 0.8202 3.2790 3.9974 0.01 -0.39 -0.24
C 2.0414 3.4779 4.6748 0.13 -0.54 -0.22
C 2.9639 2.4598 4.6577 -0.19 0.49 0.24
C 2.7243 1.3148 3.9008 -0.44 -0.36 -0.36
N 1.6308 1.1247 3.1636 0.82 0.47 1.21
C 0.6471 2.0615 3.2892 -0.33 0.54 0.44
C -2.9886 -2.3274 1.7039 0.12 -0.19 -0.11
H -1.8110 -5.4718 1.2868 -0.03 -0.12 0.05
H 0.2935 -4.3654 1.9614 0.07 -0.02 -0.02
H -2.7203 0.2130 2.5377 -0.01 0.09 0.15
H -2.6404 2.4055 2.4597 -0.14 -0.06 -0.08
H -2.2827 4.5743 3.5345 -0.03 0.06 -0.03
H -0.1060 5.1378 4.5409 -0.03 0.10 0.07
H 2.2180 4.3877 5.2278 0.00 0.10 0.04
H 3.8789 2.5290 5.2237 0.10 0.00 0.01
H 3.4408 0.5100 3.9042 0.03 0.05 -0.13
H -3.9033 -1.7619 1.6170 -0.17 0.03 0.04
Br 1.7600 -2.9646 -6.8411 -0.19 0.22 0.00
C 0.4523 -1.7041 -6.2852 0.01 -0.09 -0.03
C -0.8917 -1.9403 -6.5528 0.35 -0.14 0.01
C -1.8428 -1.0647 -6.0722 0.00 0.48 0.42
C -1.4609 0.0387 -5.2952 1.51 -0.99 -0.10
C -0.0971 0.2945 -5.0958 -0.38 0.09 -0.08
C 0.8548 -0.5652 -5.5982 0.12 -0.24 -0.11
N -2.4523 0.8927 -4.8481 -1.04 0.43 -0.67
N -2.4058 1.6109 -3.8527 -1.73 0.99 -0.45
C -1.5878 1.5839 -2.7623 1.47 -0.11 1.52
C -1.1746 2.7922 -2.1874 -0.50 -0.80 -0.91
C -0.3743 2.8402 -1.0591 0.70 -0.72 0.95
C 0.0416 1.6588 -0.4406 -0.59 0.39 -1.01
O 0.8784 1.5670 0.5670 -0.02 1.62 0.17
C -0.4403 0.4278 -0.9456 -0.25 0.37 -0.41
N 0.0051 -0.6723 -0.2830 -0.63 -0.95 -0.89
C -0.3885 -1.8592 -0.7419 0.48 0.34 0.38
C -1.3055 -2.0089 -1.7740 -0.31 0.32 -0.56
C -1.7828 -0.8991 -2.4361 0.21 -0.47 0.35
C -1.2860 0.3629 -2.0800 0.21 0.45 0.13
H -1.1837 -2.7989 -7.1393 -0.01 -0.05 0.03
H -2.8905 -1.2374 -6.2614 -0.14 0.06 -0.06
H 0.2068 1.1927 -4.5777 0.05 0.02 0.06
H 1.9062 -0.3602 -5.4602 0.05 -0.02 0.03
H -1.4480 3.7094 -2.6849 -0.13 0.09 -0.05
H -0.0423 3.7839 -0.6544 0.06 0.10 0.00
H 0.0164 -2.7359 -0.2610 0.06 0.06 0.02
H -1.6167 -2.9980 -2.0680 -0.06 -0.12 0.06
H -2.5274 -1.0036 -3.2078 -0.02 -0.02 -0.11
```
Forces are in eV/Å.

---

The following energy relative to the best compared isomer or geometry (same formula, charge and spin) values (in kJ/mol) correspond, in order, to the records above: 127.7; 65.6; 119.3.
The following M values (in g/mol) correspond, in order, to the records above: 834.88; 1017.97; 769.92.